Record 1
Density functional theory data (ωB97M-V with the def2-TZVPD basis set) for a molecular structure, C16H40HgO18S5 in a non-equilibrium geometry.

Computed properties:
ΔE to the lowest compared entry with this formula, charge and spin = 193.9 kJ/mol
total charge = 0
lowest unoccupied orbital energy = -5.00 eV
E_tot = -112434.7361 eV
2S+1 = 1
Kohn-Sham gap = 4.06 eV
HOMO level = -9.058 eV
M = 881.40 Da

Structure (XYZ):
```
80
Properties=species:S:1:pos:R:3:forces:R:3:lowdin_charge:R:1
Hg 10.1433 -9.7398 -22.8873 0.0 0.0 0.0 0.14
S 6.7889 -15.8852 -25.6010 0.5 3.2 -1.5 0.66
S 13.4993 -4.2716 -21.3591 0.0 0.4 -2.3 0.65
S -1.0294 -6.9581 -26.6480 -0.9 1.1 0.2 0.67
S 3.9006 0.4183 -16.6685 0.3 0.1 -0.7 0.70
S 11.7526 -9.8386 -29.4794 0.2 0.3 3.0 0.69
O 14.6385 -3.4365 -22.2965 -1.9 -1.0 0.5 -0.27
O 14.0353 -4.3020 -20.0435 0.0 0.4 0.1 -0.27
O 6.9443 -7.3641 -22.3741 -1.9 1.4 3.5 0.27
O 5.2338 1.0573 -16.7502 -2.5 -1.1 -0.4 -0.32
O 12.6594 -10.7668 -30.5103 -1.8 1.8 0.5 -0.27
O 3.4359 0.6025 -15.1333 0.2 -0.7 -1.2 -0.30
O 6.8591 -15.7838 -27.2312 0.0 0.9 1.6 -0.29
O 12.0652 -8.4483 -29.7684 0.0 -1.9 0.1 -0.30
O -0.8196 -5.4958 -26.6639 -0.1 -2.8 -0.3 -0.31
O 7.6188 -14.7315 -25.2168 -1.9 -2.3 -0.2 -0.30
O -1.8151 -7.6290 -27.6786 1.1 1.1 1.7 -0.29
O 2.8040 0.7538 -17.6294 2.8 -0.7 2.5 -0.32
O 7.5331 -6.6989 -24.2273 -1.4 2.6 -1.5 0.25
O 7.1187 -17.2119 -25.1927 -0.5 0.0 0.2 -0.27
O -1.7603 -7.3008 -25.2266 0.1 -0.8 -0.1 -0.26
O 13.1554 -5.5282 -22.0007 0.2 1.5 0.4 -0.30
O 11.9091 -10.3362 -28.0704 -0.4 0.9 -3.7 -0.33
O 6.5002 -8.4943 -23.9592 -3.1 -1.2 -1.3 0.25
C 4.0628 -1.4427 -16.5677 -0.2 2.0 -1.3 -0.09
C -2.0956 -6.3730 -22.9379 -0.5 -0.8 0.5 -0.08
C 14.9124 -4.4338 -24.5112 2.4 -0.4 -1.0 -0.10
C 0.5475 -7.8433 -26.4496 -0.8 0.9 0.0 -0.10
C 3.5646 1.6169 -12.9772 0.5 0.7 -2.1 -0.05
C 6.6885 -7.3324 -23.5718 6.4 -2.8 -0.7 -0.90
C 14.3564 -3.3236 -23.7460 -1.7 0.1 1.3 -0.29
C 6.5322 -16.8776 -28.0489 0.0 -0.1 -1.5 -0.27
C 12.0804 -3.0698 -21.4982 1.1 -0.5 0.1 -0.10
C 12.9338 -12.1087 -30.1196 0.5 0.2 1.7 -0.27
C 14.0207 -12.0820 -29.0527 1.7 -1.3 -1.0 -0.09
C 10.0289 -10.0867 -30.0628 1.9 0.0 -0.9 -0.10
C 3.6112 1.8715 -14.5156 -1.0 0.4 1.1 -0.27
C -1.1353 -6.8209 -24.0146 0.4 2.9 -0.2 -0.29
C 4.9647 -15.4382 -25.3642 1.5 -0.1 0.5 -0.09
C 6.2177 -16.3199 -29.4743 0.1 -0.2 0.5 -0.06
H 9.2210 -9.7531 -29.4115 0.5 -0.3 0.3 0.08
H 4.5454 2.3631 -14.7872 0.0 -0.3 -0.2 0.11
H 6.0591 -17.1435 -30.1705 -0.1 -0.1 0.1 0.07
H 4.3275 -16.3149 -25.4801 0.2 0.1 0.1 0.06
H -1.6067 -5.8565 -22.1119 0.7 0.0 -0.2 0.08
H 10.1012 -9.4361 -30.9343 -0.5 -0.1 -0.2 0.06
H -2.5438 -7.2307 -22.4363 -0.8 0.2 -0.3 0.08
H 12.0746 -12.6052 -29.6688 -0.4 0.1 -0.5 0.11
H 14.9576 -12.1320 -29.6076 0.4 0.5 0.0 0.07
H 14.6557 -2.3066 -23.9993 0.4 -0.3 -0.1 0.13
H 4.9491 -15.0134 -24.3605 -0.2 -0.4 0.2 0.06
H 2.7636 2.4766 -14.8372 0.1 0.3 0.0 0.12
H 0.4795 -8.4966 -25.5797 -0.1 -0.1 -0.3 0.06
H 3.0447 -1.7727 -16.7741 0.1 -0.3 0.7 0.06
H 0.6540 -8.3713 -27.3973 0.4 0.0 0.3 0.07
H 2.8046 0.8726 -12.7395 0.2 0.2 0.1 0.08
H -2.7601 -5.6055 -23.3348 -0.5 -0.6 0.0 0.09
H 4.5902 -1.7330 -15.6590 -0.4 0.1 -0.1 0.07
H 11.3112 -3.3439 -20.7762 0.2 -0.1 -0.1 0.07
H 4.5881 1.3001 -12.7768 -0.3 -0.2 0.8 0.08
H 5.6873 -17.4395 -27.6508 -0.1 0.0 0.0 0.11
H 15.9594 -4.5119 -24.2181 0.2 -0.5 -0.1 0.09
H 11.6916 -3.0476 -22.5162 0.1 -0.4 0.1 0.05
H -0.7904 -5.8239 -24.2888 1.0 -0.1 -0.3 0.10
H 12.5168 -2.0936 -21.2867 -0.1 -0.1 0.2 0.07
H 13.3005 -3.4156 -24.0003 -0.5 0.6 0.8 0.10
H 13.3036 -12.5980 -31.0207 -0.4 -0.1 0.1 0.13
H 3.3445 2.6073 -12.5788 0.1 -0.3 0.6 0.08
H 5.3452 -15.6673 -29.5058 -0.2 -0.2 0.3 0.07
H 14.0665 -13.0699 -28.5944 -0.4 0.1 0.6 0.08
H 14.4394 -5.4127 -24.4335 -0.2 0.4 0.3 0.09
H 7.4126 -17.5198 -28.0705 -0.2 -0.3 -0.2 0.12
H -0.2914 -7.3746 -23.6030 -0.2 -0.7 -0.5 0.12
H 1.2653 -7.0486 -26.2462 0.2 -0.3 -0.3 0.07
H 4.6316 -1.6724 -17.4687 0.2 -0.1 0.1 0.06
H 7.0082 -15.6972 -29.8932 0.4 -0.2 0.3 0.07
H 14.1052 -11.2571 -28.3452 -0.7 -0.3 -0.2 0.08
H 4.6741 -14.6106 -26.0112 0.4 -0.3 -0.4 0.06
H 10.0467 -11.1218 -30.4040 -0.7 0.0 0.2 0.06
H 14.9438 -4.1163 -25.5534 -0.2 -0.2 -0.2 0.09
```
Forces are in eV/Å.

---

Record 2
Density functional theory data (ωB97M-V with the def2-TZVPD basis set) for a molecular structure, H12O10SZn in a non-equilibrium geometry.

Computed properties:
ΔE to the lowest compared entry with this formula, charge and spin = 115.6 kJ/mol
total charge = 0
lowest unoccupied orbital energy = -1.65 eV
E_tot = -79923.3547 eV
2S+1 = 1
Kohn-Sham gap = 5.16 eV
HOMO level = -6.813 eV
M = 269.54 Da

Structure (XYZ):
```
24
Properties=species:S:1:pos:R:3:forces:R:3:lowdin_charge:R:1
Zn -0.3121 0.1837 -0.4706 -0.6 -1.1 0.8 0.62
S -0.0615 -1.4800 2.2571 -0.1 -2.0 3.5 0.24
O -1.6018 1.4155 0.6535 -0.2 0.7 0.3 -0.03
O 3.1604 -0.3820 0.6272 -0.3 0.1 -0.6 -0.08
O -1.2092 1.0792 -2.2498 0.2 0.6 -0.5 -0.01
O 0.8036 -1.0347 -1.7444 0.5 -0.2 -0.6 -0.01
O -1.9500 -1.1307 -0.6702 -1.0 0.0 -0.5 -0.02
O -1.3500 -0.8854 2.6389 -0.3 0.4 -0.2 -0.40
O 0.3630 -0.7495 1.0199 1.7 1.7 -2.8 -0.48
O 1.0428 1.6980 -0.3412 0.6 1.2 -0.5 -0.01
O -0.1696 -2.8996 1.9098 -0.1 0.5 -0.3 -0.38
O 0.9984 -1.2319 3.2531 -0.6 0.1 -0.7 -0.39
H -1.8842 2.3035 0.4013 0.1 -0.1 0.0 0.08
H -0.6949 1.7053 -2.7777 -0.1 -0.1 0.0 0.09
H -2.7761 -0.9603 -0.1968 0.4 -0.1 0.4 0.09
H -2.1198 1.3991 -2.3030 0.0 -0.3 0.1 0.09
H 1.3056 2.2747 -1.0691 0.1 -0.1 0.1 0.09
H 1.5672 1.9900 0.4179 -0.1 -0.5 0.1 0.11
H 3.2316 0.2582 1.3404 0.0 -0.3 0.3 0.03
H -2.0288 -2.0284 -1.0160 0.4 0.0 0.2 0.10
H 1.1699 -0.7920 -2.6040 -0.1 -0.1 0.1 0.09
H 2.2300 -0.6935 0.6786 0.2 0.1 0.7 -0.01
H 1.5040 -1.5468 -1.3012 -0.3 0.2 0.2 0.10
H -1.2183 1.5076 1.5462 -0.3 -0.7 0.0 0.10
```
Forces are in eV/Å.

---

Record 3
Density functional theory data (ωB97M-V with the def2-TZVPD basis set) for 2 unconnected molecules or ions with the total composition C3H3ClO in a non-equilibrium geometry.

Computed properties:
ΔE to the lowest compared entry with this formula, charge and spin = 538.9 kJ/mol
total charge = 0
lowest unoccupied orbital energy (alpha / beta) = -1.49 / -3.53 eV
E_tot = -17722.8631 eV
2S+1 = 1
Kohn-Sham gap (alpha / beta) = 8.94 / 5.88 eV
HOMO level (alpha / beta) = -10.428 / -9.411 eV
M = 90.51 Da

Structure (XYZ):
```
8
Properties=species:S:1:pos:R:3:forces:R:3:lowdin_charge:R:1
Cl -3.5360 0.0523 0.1576 0.7 0.2 0.0 -0.03
O 0.2063 -1.1782 -0.0992 -1.3 -2.3 0.8 0.08
C 0.1495 0.1542 0.0087 1.6 -0.3 -0.1 -0.36
C 1.4363 -0.5574 -0.1773 -0.5 2.4 -0.8 -0.05
C -0.6432 1.1150 0.1971 -1.6 0.3 0.3 0.20
H 2.1996 -0.4790 0.5303 0.5 -0.7 1.9 0.10
H 1.8214 -0.5180 -1.1393 0.6 0.0 -1.9 0.10
H -1.6339 1.4111 0.5221 0.0 0.5 -0.1 -0.05
```
Forces are in eV/Å.

---

Record 4
Density functional theory data (ωB97M-V with the def2-TZVPD basis set) for a molecular structure, CH2N2O3S in a non-equilibrium geometry.

Computed properties:
ΔE to the lowest compared entry with this formula, charge and spin = 416.4 kJ/mol
total charge = 0
lowest unoccupied orbital energy (alpha / beta) = -0.58 / -0.58 eV
E_tot = -21022.1085 eV
2S+1 = 1
Kohn-Sham gap (alpha / beta) = 9.39 / 9.39 eV
HOMO level (alpha / beta) = -9.966 / -9.966 eV
M = 122.11 Da

Structure (XYZ):
```
9
Properties=species:S:1:pos:R:3:forces:R:3:lowdin_charge:R:1
S -0.5803 1.1037 1.3308 0.9 0.5 -0.3 0.87
O -1.6483 1.9253 -1.3573 -0.2 0.2 -0.8 0.13
O 0.2545 -1.7580 0.8924 0.8 -0.2 1.8 0.03
O -0.8928 0.2052 -2.5021 -0.3 0.2 -0.7 0.15
N -1.1658 0.8865 -1.5925 1.1 -1.2 3.5 -0.30
N -0.6430 0.1502 -0.0004 -1.4 0.8 -1.6 -0.44
C -0.2416 -1.1292 0.0185 -1.2 -2.0 -4.0 -0.50
H -0.4988 -1.6835 -0.9824 0.4 1.1 1.2 0.15
H 0.7432 1.2621 1.0956 -0.1 0.7 0.9 -0.09
```
Forces are in eV/Å.

---

Record 5
Density functional theory data (ωB97M-V with the def2-TZVPD basis set) for 15 unconnected molecules or ions with the total composition C18H62F3N28O16 in a non-equilibrium geometry.

Computed properties:
ΔE to the lowest compared entry with this formula, charge and spin = 1790.0 kJ/mol
total charge = -1
lowest unoccupied orbital energy = 1.29 eV
E_tot = -102307.1422 eV
2S+1 = 1
Kohn-Sham gap = 5.30 eV
HOMO level = -4.005 eV
M = 983.87 Da

Structure (XYZ):
```
127
Properties=species:S:1:pos:R:3:forces:R:3:lowdin_charge:R:1
F 2.3754 -0.4885 0.3109 1.9 -0.1 -1.5 0.14
F 2.1674 0.6596 2.1222 -0.6 -2.3 -0.3 0.04
F 2.2295 -1.6676 2.1351 0.0 1.7 -0.1 0.10
O 1.2433 9.6579 1.4799 0.3 -0.3 0.5 0.04
O -8.5541 7.7805 -4.5900 -2.4 0.5 2.3 0.06
O 8.4665 0.1833 8.6934 2.1 4.7 8.1 0.12
O -0.2989 4.9690 7.8042 2.0 -5.3 5.8 0.11
O -3.1840 4.1119 -9.0231 -0.1 2.4 1.1 0.05
O -1.4574 -8.8151 6.2823 0.4 1.8 -0.7 -0.01
O 7.8393 2.1417 -2.9687 -1.0 -0.3 1.0 -0.01
O -0.3621 -1.8531 0.7209 3.1 1.6 0.5 -0.30
O 9.0719 -3.8069 1.4616 -1.8 -2.8 3.7 0.08
O 4.5153 -8.9474 -2.4501 1.9 0.4 1.7 -0.03
O 3.4997 -3.9585 -7.3638 -0.2 0.4 0.1 0.03
O -2.5450 -8.2920 -4.8671 0.1 -0.9 -1.8 0.03
O -0.4205 0.4306 0.5514 1.3 1.3 -0.5 -0.13
O -7.4100 -0.7441 8.1427 0.0 2.2 0.9 0.05
O -7.9064 5.2698 2.4736 -1.4 4.7 6.7 0.10
O -8.0594 -3.9364 -0.7648 -1.0 0.3 0.4 0.02
N -6.6451 3.7530 1.5792 5.9 -4.1 0.0 0.18
N 8.8878 -0.8388 6.9044 4.3 -2.9 -5.6 0.17
N 0.2493 11.5270 0.7537 -0.6 5.5 2.2 0.15
N -2.8456 -7.6211 -2.8061 -1.3 0.5 3.4 0.15
N -0.9576 5.2518 5.7501 -2.0 -3.7 -6.3 0.18
N -0.5554 6.8815 6.9724 0.9 7.3 1.3 0.16
N 6.8905 -0.7870 7.5309 -5.4 -0.4 1.0 0.16
N 6.2834 -8.8652 -1.0189 5.9 -3.1 1.2 0.17
N -0.4851 -6.7542 5.9057 2.0 2.8 3.4 0.15
N -4.2081 2.2793 -9.5996 -9.2 -5.3 -0.9 0.18
N -2.1829 2.3211 -9.8734 5.2 -1.7 -1.5 0.15
N 8.6464 4.1405 -3.0932 1.3 4.2 0.7 0.15
N -6.4209 -2.3938 -0.7363 0.8 2.9 -0.7 0.14
N 0.1111 9.8526 -0.4460 -1.1 -3.3 -3.5 0.15
N -6.4650 -2.5192 7.2176 2.8 -1.9 -2.1 0.16
N -6.3178 -4.1106 0.6046 1.4 -1.2 2.6 0.15
N 4.3059 -2.7828 -5.6090 -0.1 -2.1 5.1 0.14
N -7.7158 7.0436 -6.4306 -2.9 -2.1 -7.1 0.15
N 4.2862 -1.8666 -7.4132 0.9 5.9 -5.4 0.16
N -1.3683 -7.7587 4.2977 -2.0 -2.0 -3.6 0.14
N -8.0678 -2.7811 8.5615 -5.6 -5.5 4.4 0.17
N 7.1478 3.7164 -1.4545 -0.5 0.1 0.7 0.16
N -8.4595 4.3490 0.6801 -5.1 -0.5 -5.4 0.16
N 10.3743 -2.2298 0.6812 2.1 2.9 1.2 0.15
N -1.2418 -6.6860 -3.9629 2.2 1.7 -0.8 0.16
N 4.6999 -7.4764 -0.7746 -1.4 2.6 1.5 0.15
N 9.1190 -3.2829 -0.6179 -4.1 -2.0 -10.1 0.17
N -6.3854 7.3157 -4.9052 4.4 -0.3 2.2 0.17
C -7.6347 7.3472 -5.2154 -0.3 2.5 3.5 -0.88
C -1.2828 1.6850 -1.4030 1.6 -1.5 0.2 -0.08
C 5.1794 -8.4787 -1.4756 -6.5 0.0 -4.4 -0.78
C 7.8611 3.2821 -2.4914 0.3 -4.2 -2.6 -0.75
C -7.0599 -3.4610 -0.2491 -1.1 -0.9 -3.4 -0.76
C -7.2968 -1.9381 8.0562 2.0 4.1 -3.0 -0.84
C -7.6969 4.4399 1.7018 -0.2 0.7 -1.8 -0.92
C -0.0644 0.8734 -0.7753 -1.5 0.4 1.0 -0.26
C -3.2247 3.0037 -9.4809 4.1 4.0 1.3 -0.87
C 0.2562 -0.6820 1.2120 -4.1 -2.7 0.3 -0.48
C -1.1730 -7.8153 5.5835 0.2 -2.5 1.8 -0.76
C 0.5676 10.2830 0.6836 1.8 -1.7 1.4 -0.81
C -2.2168 -7.5699 -3.9605 -1.1 -1.3 -0.6 -0.79
C 3.9419 -2.9287 -6.8565 -0.8 -5.6 0.7 -0.82
C 9.3796 -3.1021 0.5721 3.2 0.7 3.9 -0.87
C 8.1172 -0.4828 7.8402 -1.1 -1.0 -3.1 -0.92
C 1.7813 -0.5566 1.4678 -1.5 0.4 -0.5 -0.52
C -0.5165 5.6175 6.8786 -1.2 1.2 -0.8 -0.93
H -6.4307 3.5191 0.6204 0.7 -0.4 0.6 0.12
H 9.2160 -2.6106 -1.3653 0.4 0.0 0.4 0.13
H -0.2127 7.1929 7.8699 -0.2 0.7 -0.4 0.13
H 9.0620 4.1125 -4.0133 -0.4 -0.6 0.5 0.12
H 7.3815 4.6041 -1.0331 -0.6 -0.5 0.3 0.11
H -1.1241 -6.0467 -3.1898 0.3 -0.1 -0.5 0.11
H 0.2601 8.8684 -0.6172 -0.5 0.3 -0.6 0.13
H -5.1369 2.5461 -9.3059 0.3 0.1 -0.2 0.14
H -2.5426 -6.9471 -2.1176 -0.5 -0.5 0.3 0.10
H -0.6908 -6.6280 -4.8073 0.0 0.3 0.4 0.12
H 0.6151 12.0384 1.5440 -0.5 0.2 -0.2 0.13
H 8.6143 -4.1018 -0.9257 -0.3 0.2 0.5 0.13
H -1.3698 -6.9102 3.7499 -0.1 -0.5 0.0 0.12
H -3.5766 -8.2805 -2.5805 0.3 0.3 -0.4 0.12
H 6.5885 -1.0659 6.6083 -0.1 0.2 0.4 0.11
H -5.9252 6.9364 -5.7203 1.8 0.3 1.7 0.11
H 6.3068 -0.1752 8.0833 -0.8 -0.4 -0.4 0.12
H 10.7760 -2.1893 1.6069 -0.2 0.7 -0.2 0.11
H -8.7035 6.9150 -6.5981 0.2 -0.4 -1.4 0.14
H 4.9407 -2.0504 -5.3249 -0.1 -0.7 0.2 0.11
H -1.7987 -8.6312 4.0265 -0.3 0.5 -1.0 0.12
H 5.2820 -7.0987 -0.0407 -0.8 0.3 -0.1 0.10
H -5.8097 -2.0267 6.6276 -0.3 0.0 0.4 0.12
H -0.8574 1.9244 -2.3776 -0.3 0.8 -0.1 0.05
H -2.2825 1.6619 -10.6321 0.4 0.1 0.3 0.11
H 8.3653 -1.2751 6.1583 1.5 -0.3 -0.4 0.11
H 6.6422 -8.4751 -0.1592 0.2 -0.5 -0.4 0.12
H -5.9203 3.8575 2.2748 0.0 -0.1 -0.4 0.13
H -0.0967 -0.6186 2.2414 -0.3 0.8 0.6 0.11
H -0.8689 7.4868 6.2270 0.3 0.1 0.6 0.11
H -7.9560 -3.7761 8.4291 0.0 0.4 0.1 0.12
H -6.9564 6.5252 -6.8484 -1.1 -0.2 -0.7 0.12
H 10.3031 -1.4289 0.0699 0.7 0.2 0.5 0.10
H -0.4689 11.8961 0.1470 0.4 0.4 0.7 0.11
H -6.5864 -3.5168 7.1172 0.7 0.4 -0.5 0.10
H -8.2878 3.8402 -0.1754 0.0 -0.1 0.4 0.11
H -8.8614 -2.5347 9.1356 0.4 0.3 -0.2 0.13
H -6.8342 -1.7907 -1.4331 -0.2 -0.4 0.3 0.11
H -6.4364 -5.1135 0.6219 0.3 0.4 0.5 0.12
H -1.0584 5.8902 4.9739 -0.1 -0.5 0.2 0.12
H 3.7458 -7.1806 -0.9239 0.4 0.1 0.1 0.12
H -4.0615 1.3234 -9.8909 -0.5 0.2 0.4 0.13
H 0.7616 1.5826 -0.7209 0.3 0.1 0.0 0.09
H -1.2651 4.2939 5.6605 0.3 0.2 -0.4 0.13
H -0.0708 -6.7121 6.8259 -0.2 0.3 -0.2 0.12
H 0.2278 0.0696 -1.4511 -0.2 -0.3 0.2 0.11
H -1.5571 2.5433 -0.7897 0.1 0.0 -0.2 0.06
H -9.2068 5.0276 0.6473 0.2 -0.2 -0.1 0.12
H 6.4510 3.0537 -1.1456 0.2 0.5 0.5 0.12
H 9.8958 -0.8411 6.9681 -0.4 0.0 -0.1 0.13
H -0.2750 -6.0171 5.2480 0.1 -0.3 0.3 0.12
H -0.4576 10.4920 -0.9825 0.2 -1.1 -0.4 0.11
H 8.4622 5.0304 -2.6525 0.9 0.7 -1.1 0.09
H -6.0456 7.4305 -3.9610 0.2 -0.2 -0.5 0.13
H 4.3302 -1.1043 -6.7522 0.0 0.7 -1.4 0.12
H -5.4179 -2.3172 -0.6453 -0.3 0.1 0.0 0.11
H 4.1165 -1.8474 -8.4087 0.0 1.0 0.2 0.13
H 4.2446 -3.6534 -5.1008 0.2 0.5 0.6 0.12
H -5.5340 -3.5761 0.9510 0.2 -1.0 0.4 0.11
H -2.1515 1.0628 -1.6180 0.0 -0.1 0.4 0.06
H -1.2532 2.6008 -9.5950 -0.3 0.2 -0.4 0.12
H 6.6924 -9.6731 -1.4662 0.3 0.2 0.4 0.13
```
Forces are in eV/Å.